Formula: C38H28N7O4PbS
Source: OMol25
Level of theory: ωB97M-V/def2-TZVPD

Calculated total energy, eV: -74560.8463
F_max, hartree/bohr: 0.056
Molar mass, g mol⁻¹: 885.95
Charge: -1
Relative energy (zero: lowest compared OMol25 entry of this formula, charge and spin), kJ/mol: 193.3

The geometry in XYZ format:
```
79
Properties=species:S:1:pos:R:3:forces:R:3
Pb -0.6209 1.0104 -0.1552 -1.722 1.211 -1.934
S 5.0518 2.5421 -2.1125 0.146 -0.067 -0.040
O 5.5339 3.6746 -2.8693 -0.042 -0.021 0.026
O -1.1198 1.7669 -1.9390 0.400 0.056 0.287
O 1.6338 2.4501 -0.8223 0.263 -0.060 0.405
O 6.0686 1.7566 -1.4417 -0.035 0.004 -0.006
N 0.2810 2.8271 1.7760 0.144 -0.310 -0.248
N -0.1951 -1.2095 2.3017 0.409 -0.201 0.136
N -2.2748 -0.7034 1.3772 -0.281 -0.079 0.227
N 3.8588 2.9366 -1.1102 -0.023 0.004 0.051
N 0.1678 0.0811 1.9998 -0.868 0.472 0.401
N -3.7870 -2.4405 1.0196 -0.140 0.024 0.136
N 1.6214 -0.5505 -0.3282 -0.080 0.241 0.210
C -2.6033 2.1912 0.7930 0.913 -0.763 -0.200
C -2.5749 -5.6264 2.3882 -0.056 0.003 -0.032
C 4.4460 0.7073 -4.2744 0.124 0.012 0.025
C -0.9286 -3.9175 2.7710 0.020 0.009 -0.010
C 1.9285 4.2565 3.4447 0.020 0.014 -0.011
C -0.9085 -0.9955 -1.3583 0.039 -0.166 0.874
C -3.4049 -1.1457 0.9610 0.184 0.063 0.102
C -3.4004 -4.7160 1.7601 0.046 -0.005 0.032
C 2.1815 -0.1706 -4.2797 0.093 0.075 -0.040
C -4.1034 3.1209 2.4483 0.035 -0.012 -0.017
C -1.3719 -1.5738 1.9353 0.447 -0.325 0.032
C -5.0204 3.4384 1.4531 -0.014 -0.007 -0.031
C -1.3383 -5.2298 2.8962 0.041 0.020 0.013
C -2.9836 -3.3919 1.6423 0.010 0.040 -0.073
C -2.9054 2.4948 2.1122 -0.071 -0.047 0.112
C 1.4868 -1.6155 -1.1103 0.352 -0.120 0.243
C 1.2604 4.8857 2.4077 -0.021 -0.010 0.000
C -4.7265 3.1342 0.1291 -0.014 0.022 0.021
C 2.7890 -0.2564 0.2331 0.063 0.033 -0.141
C 1.8534 0.6115 -3.1828 0.656 0.201 0.131
C -1.3357 -3.1546 -3.0868 -0.041 -0.005 -0.002
C 2.8320 1.4358 -2.6462 -0.105 -0.155 0.037
C 0.4371 4.1240 1.5860 0.258 -0.066 -0.047
C 3.8074 -2.1400 -0.7652 0.040 0.010 -0.031
C 2.7081 2.3290 -1.4272 -0.016 0.037 -0.164
C 1.7451 2.8971 3.6499 -0.012 -0.010 0.010
C -2.3860 -2.2953 -2.7675 0.014 -0.047 -0.037
C -1.7465 -2.9823 2.1414 -0.298 0.044 -0.145
C 2.5892 -2.4459 -1.3390 -0.076 0.001 -0.138
C 3.4632 -0.1046 -4.8302 -0.063 -0.065 0.011
C 0.5573 0.8071 2.9678 0.332 -0.629 -0.012
C 4.1058 1.4622 -3.1672 -0.136 0.037 -0.021
C -0.0799 -2.9287 -2.5557 -0.125 0.126 -0.039
C 0.1401 -1.8422 -1.6958 -0.023 -0.356 0.050
C -3.5208 2.5180 -0.2016 0.044 0.056 0.001
C 0.9089 2.2165 2.7753 -0.220 0.470 0.132
C -2.1657 -1.2305 -1.9104 0.101 0.109 -0.091
C 3.9258 -1.0174 0.0406 -0.026 0.014 0.016
H 1.4409 -0.8402 -4.7026 0.017 0.023 -0.014
H 2.2428 2.3782 4.4592 -0.011 -0.014 -0.004
H -0.0986 4.5456 0.7437 0.028 0.023 -0.006
H 0.0308 -3.5822 3.1405 -0.001 -0.028 0.009
H 3.7054 -0.7131 -5.6940 -0.005 0.003 -0.001
H -0.6974 -5.9536 3.3816 0.001 0.002 -0.001
H -4.3209 3.3599 3.4844 -0.005 0.008 -0.001
H 2.5130 -3.3019 -1.9933 -0.024 -0.020 0.037
H -2.2115 2.2394 2.9107 0.019 -0.004 -0.027
H -2.9696 -0.5269 -1.7130 -0.011 -0.018 0.014
H 0.6281 0.3607 3.9602 0.097 0.071 0.009
H 1.3825 5.9445 2.2271 -0.011 -0.003 -0.007
H 0.9131 0.5796 -2.6793 -0.802 0.136 -0.149
H 4.8687 -0.7152 0.4732 0.008 0.008 -0.019
H -3.3660 -2.4524 -3.2058 0.001 0.000 0.003
H 4.6694 -2.7646 -0.9654 0.000 0.005 0.000
H -4.3598 -5.0148 1.3552 0.004 -0.025 0.009
H -5.9537 3.9281 1.7070 0.000 -0.004 0.005
H -4.7081 -2.6939 0.7056 0.040 -0.043 -0.064
H -1.4981 -3.9907 -3.7566 0.000 0.001 0.004
H 2.5878 4.8192 4.0929 0.003 0.003 -0.009
H 2.8227 0.6620 0.8102 -0.002 -0.021 0.024
H 5.4470 0.7327 -4.6863 -0.003 0.015 0.005
H -5.4331 3.3931 -0.6530 -0.005 -0.003 0.004
H 0.7221 -3.6065 -2.8174 0.023 0.023 -0.014
H -3.2381 2.3149 -1.2308 -0.023 0.025 0.003
H -4.1070 -0.4362 0.5314 -0.028 -0.044 -0.022
H -2.8923 -6.6570 2.4813 0.004 0.001 0.001
```
Forces are in eV/Å.

---

Formula: C38H29AsPRhS3
Source: OMol25
Level of theory: ωB97M-V/def2-TZVPD

Calculated total energy, eV: -145519.4325
F_max, hartree/bohr: 0.003
Molar mass, g mol⁻¹: 790.65
Relative energy (zero: lowest compared OMol25 entry of this formula, charge and spin), kJ/mol: 0.0

The geometry in XYZ format:
```
73
Properties=species:S:1:pos:R:3:forces:R:3
Rh 0.4050 -0.1700 0.3516 0.020 -0.155 0.080
As -1.5288 0.1918 -0.9473 0.006 0.018 -0.019
S -0.1846 -2.3467 0.1777 0.003 -0.030 -0.002
S 2.3610 -0.5605 1.7134 -0.040 0.026 0.083
S 2.0478 0.1664 -1.4482 -0.029 0.021 -0.098
P 3.3803 -0.2037 0.0168 0.108 0.107 -0.064
C -2.6525 -1.2840 -0.4825 0.060 -0.035 0.037
C 4.4691 -1.5821 -0.4210 -0.033 -0.029 0.017
C -2.5839 1.7953 -0.7640 0.032 0.034 0.083
C -3.3156 2.2929 -1.8371 -0.003 -0.060 -0.058
C 4.8810 -2.4916 0.5455 -0.013 -0.011 0.000
C -4.0982 3.4268 -1.6724 -0.015 0.016 0.000
C -0.7783 -0.2365 -5.5697 -0.004 -0.009 -0.006
C -1.7271 -1.1040 -3.5362 0.041 0.063 -0.007
C 5.6549 3.1183 -0.6703 0.020 -0.001 0.035
C -0.7755 -0.1187 1.9073 -0.054 0.136 -0.038
C -1.2762 0.0184 -2.8517 0.001 0.016 -0.027
C -1.9419 -2.3777 0.0127 -0.040 0.066 -0.027
C -4.5959 -0.7328 4.8814 0.013 -0.005 -0.015
C -1.4767 -1.2273 -4.8969 -0.005 -0.013 0.017
C -0.5656 1.0085 -3.5260 -0.014 -0.010 -0.015
C 6.1437 2.3593 1.5590 -0.002 -0.006 -0.006
C -4.1487 4.0632 -0.4406 0.012 0.003 0.003
C -3.4135 3.5698 0.6287 -0.014 0.004 -0.006
C 4.7360 2.0894 -0.8205 -0.025 0.006 -0.037
C -4.0308 -1.3166 -0.6187 -0.015 -0.033 -0.010
C -4.7242 -2.4706 -0.2807 -0.032 0.062 -0.005
C -3.2528 0.9038 6.0129 0.002 -0.004 -0.012
C -4.0239 -3.5723 0.1932 0.021 -0.050 0.025
C 4.9345 -1.6935 -1.7286 -0.005 0.020 -0.014
C 5.8168 -2.7070 -2.0641 -0.003 -0.003 0.021
C 6.3594 3.2526 0.5176 -0.022 -0.014 -0.027
C -2.6465 -3.5321 0.3492 0.010 -0.020 -0.004
C 6.2353 -3.6111 -1.0955 -0.010 0.009 -0.001
C -1.5693 -0.0473 2.8200 0.067 -0.092 0.062
C -2.3219 0.8532 4.9876 -0.023 -0.041 -0.025
C 4.5229 1.1923 0.2191 -0.010 -0.042 -0.002
C -4.3922 0.1121 5.9642 0.003 0.003 0.002
C -2.5184 0.0057 3.8931 -0.048 0.043 0.020
C -2.6273 2.4380 0.4714 0.003 -0.006 -0.044
C 5.2279 1.3301 1.4113 0.004 -0.006 0.022
C 5.7663 -3.5050 0.2052 0.005 -0.001 -0.001
C -3.6694 -0.7877 3.8524 0.012 0.029 -0.003
C -0.3227 0.8819 -4.8851 0.016 0.030 0.031
H -2.1146 -4.3863 0.7492 -0.006 0.005 0.002
H -2.2676 -1.8798 -3.0100 -0.016 -0.026 0.008
H -1.8256 -2.1020 -5.4304 -0.005 -0.004 0.005
H 5.8150 3.8186 -1.4799 0.001 0.000 0.003
H -3.2733 1.8010 -2.8024 -0.007 0.018 0.031
H 7.0732 4.0574 0.6359 -0.001 0.004 -0.002
H 4.1696 1.9919 -1.7388 0.008 0.000 0.013
H -2.0553 2.0466 1.3034 -0.011 -0.010 0.013
H -4.5606 -4.4722 0.4671 0.005 0.002 -0.003
H -3.8237 -1.4430 3.0041 0.003 -0.003 -0.007
H -5.1174 0.1525 6.7665 0.000 0.000 0.001
H 6.0823 -4.2164 0.9569 0.001 -0.002 -0.001
H 6.9222 -4.4049 -1.3590 -0.001 -0.001 -0.001
H -4.5620 -0.4442 -0.9818 0.005 0.007 -0.002
H -0.1998 1.8792 -2.9924 -0.006 -0.010 0.002
H -5.8013 -2.5062 -0.3767 0.004 -0.003 0.001
H -0.5836 -0.3379 -6.6291 0.002 0.003 -0.016
H -4.7590 4.9484 -0.3149 -0.001 -0.006 0.001
H 6.6855 2.4679 2.4893 0.001 0.001 0.002
H -5.4820 -1.3532 4.8380 -0.001 -0.001 -0.002
H -4.6674 3.8126 -2.5083 0.000 -0.001 0.001
H 5.0473 0.6428 2.2294 -0.001 -0.002 -0.001
H 0.2285 1.6534 -5.4072 -0.003 -0.006 -0.001
H -1.4303 1.4649 5.0235 0.011 0.007 -0.002
H -3.4514 4.0661 1.5900 0.005 -0.006 -0.007
H 6.1727 -2.7968 -3.0820 0.002 0.001 0.000
H 4.4944 -2.4185 1.5546 0.003 0.005 -0.006
H 4.5917 -0.9966 -2.4845 0.005 -0.006 0.002
H -3.0871 1.5634 6.8554 0.000 -0.001 -0.002
```
Forces are in eV/Å.

---

Formula: C38H29BrClIN7O3SZr
Source: OMol25
Level of theory: ωB97M-V/def2-TZVPD

Calculated total energy, eV: -159229.9288
F_max, hartree/bohr: 0.015
Molar mass, g mol⁻¹: 997.25
Charge: +1

The geometry in XYZ format:
```
82
Properties=species:S:1:pos:R:3:forces:R:3
I 4.0625 -1.6983 -3.7747 -0.051 -0.169 0.009
Zr 1.4791 0.6094 0.0405 0.497 0.580 -0.142
Br -0.8622 1.7301 -1.2919 -0.074 0.047 -0.036
Cl 6.1141 3.5402 -4.5483 -0.032 -0.014 0.013
S 3.2168 1.7103 1.5889 -0.219 -0.248 0.090
O 2.1874 -1.0903 0.7143 -0.138 -0.155 -0.161
O 1.7663 -2.6555 2.9120 -0.016 -0.056 0.111
O 2.2151 0.1526 -1.7968 0.226 -0.445 0.260
N -0.7337 -1.0439 2.1946 0.031 -0.016 -0.018
N 2.2331 2.6580 -1.2717 -0.107 -0.223 0.171
N 0.2211 1.5360 1.7574 -0.108 0.491 0.134
N 0.0977 -1.1181 -0.8444 -0.060 -0.206 -0.095
N 0.6846 -2.2888 -0.5571 -0.004 -0.234 0.321
N 0.7225 2.8401 1.8930 0.053 -0.202 -0.244
N 2.4715 4.2227 2.0689 0.246 -0.072 0.000
C -1.2760 -2.2579 2.2066 0.007 0.088 -0.168
C -2.9457 -0.1118 2.1853 0.053 -0.155 -0.027
C -0.9923 -1.1054 -1.5184 0.005 0.061 0.097
C -3.6619 -0.9515 -2.9655 0.082 0.051 0.003
C -3.4944 -1.3839 2.1345 -0.026 0.082 0.041
C -3.0610 -1.9028 -3.7874 -0.009 -0.050 -0.064
C -3.7993 -2.9671 -4.2802 -0.033 0.027 0.027
C 4.9710 2.5223 -3.7373 -0.027 0.031 0.055
C 2.0303 2.9564 1.8682 -0.337 0.132 0.201
C -3.2728 4.2565 4.3411 -0.009 0.046 -0.077
C -2.6466 -2.4760 2.1621 -0.004 -0.035 0.020
C -1.5590 0.0019 2.2078 0.006 0.180 -0.005
C -1.7091 2.3951 3.0046 0.011 0.059 -0.080
C 2.0716 -2.2598 -0.0445 -0.071 0.182 0.021
C -1.7170 0.1134 -1.8274 -0.095 -0.245 -0.028
C -5.7548 -2.1277 -3.1642 0.037 -0.010 -0.013
C 2.6672 -4.6609 -0.0251 0.035 0.074 0.018
C 2.8313 -5.8998 0.5638 -0.009 0.032 0.038
C 4.9762 1.1796 -3.9734 -0.105 -0.019 0.092
C 3.1589 2.2338 -2.1794 0.004 0.051 0.003
C 3.9108 4.4822 -2.5514 -0.002 -0.007 0.017
C -5.0202 -1.0598 -2.6776 -0.070 -0.022 0.015
C -2.1101 2.1560 4.3131 -0.045 0.054 0.091
C 4.0470 0.3167 -3.3311 0.378 0.373 -0.209
C 4.0382 3.1049 -2.8308 0.130 -0.027 -0.168
C 2.2965 -3.5383 0.7163 0.223 -0.145 -0.085
C -2.1074 3.5624 2.3572 0.028 0.025 0.053
C 2.9397 4.9033 -1.6861 -0.098 -0.192 0.050
C -2.9066 0.1939 -2.4259 0.017 0.018 0.033
C 2.3070 -4.9166 2.6976 0.018 0.003 -0.110
C -2.8748 3.0977 4.9870 0.016 -0.034 0.001
C -5.1439 -3.0860 -3.9610 -0.011 -0.007 -0.005
C 3.1582 0.8348 -2.4375 -0.483 0.250 0.122
C 2.1235 -3.6724 2.0965 -0.038 -0.011 0.007
C -0.9373 1.3520 2.2926 0.206 -0.205 -0.147
C -2.8981 4.4835 3.0213 -0.010 -0.020 0.071
C 2.6474 -6.0177 1.9373 0.006 -0.031 -0.044
C 2.1174 3.9476 -1.0562 0.099 0.244 -0.085
H 1.7295 -1.8312 2.4076 -0.017 0.165 -0.062
H -4.5673 -1.5146 2.1083 -0.030 -0.017 -0.021
H 1.3621 4.2599 -0.3456 0.003 -0.006 -0.004
H -0.5858 -3.0870 2.2554 0.094 -0.072 -0.028
H -6.8061 -2.2086 -2.9288 -0.046 -0.002 0.009
H -1.8201 1.2408 4.8130 0.030 -0.033 -0.009
H 2.7989 5.9500 -1.4643 -0.003 0.041 0.004
H 0.4178 -3.1092 -1.0873 -0.090 0.093 -0.041
H -1.4349 -2.0384 -1.8583 0.004 0.054 0.019
H 1.8135 4.8760 2.4639 0.007 -0.001 0.017
H 2.7812 -2.1827 -0.8808 -0.126 -0.119 0.021
H -3.8798 4.9842 4.8618 -0.013 0.015 0.012
H -3.5698 0.7689 2.2152 -0.015 0.030 -0.021
H -5.5035 -0.3096 -2.0649 0.009 0.032 0.021
H -3.1679 2.9195 6.0121 0.001 -0.011 0.022
H 2.8493 -4.5429 -1.0882 -0.014 0.002 -0.039
H 3.4497 4.3692 2.2484 0.000 -0.014 -0.027
H -5.7212 -3.9136 -4.3485 -0.011 -0.027 -0.010
H 4.5735 5.1875 -3.0328 0.009 0.011 -0.016
H -1.7937 3.7507 1.3405 0.024 -0.025 -0.045
H 2.7832 -6.9759 2.4193 0.008 -0.025 0.023
H -3.2163 5.3841 2.5148 -0.009 0.025 -0.010
H -3.3800 1.1653 -2.5099 0.022 0.041 0.000
H -2.0249 -1.7892 -4.0804 0.026 0.018 0.015
H 5.6960 0.7673 -4.6656 -0.001 -0.017 -0.020
H 3.1173 -6.7537 -0.0323 0.012 -0.037 -0.005
H 2.1816 -4.9898 3.7681 -0.019 0.010 0.053
H -3.0336 -3.4849 2.1673 0.001 -0.026 0.001
H -3.3280 -3.6947 -4.9251 0.018 -0.029 -0.033
```
Forces are in eV/Å.

---

Formula: C38H29Cl5NP2Pd
Source: OMol25
Level of theory: ωB97M-V/def2-TZVPD

Calculated total energy, eV: -126038.2545
F_max, hartree/bohr: 0.011
Molar mass, g mol⁻¹: 845.29
Charge: -1
Relative energy (zero: lowest compared OMol25 entry of this formula, charge and spin), kJ/mol: 96.9

The geometry in XYZ format:
```
76
Properties=species:S:1:pos:R:3:forces:R:3
Pd 0.0421 0.9945 1.6034 -0.334 -0.430 0.013
Cl -1.0912 4.0111 7.4910 -0.002 0.019 0.030
Cl -2.6022 0.0293 4.1499 0.123 0.158 0.020
Cl 1.2741 4.7243 5.5741 0.005 -0.001 -0.004
Cl 1.6785 3.0686 2.9215 0.042 0.205 0.292
Cl -3.0175 1.6707 6.7749 0.002 -0.005 -0.020
P 0.7516 -1.0126 0.9037 -0.289 0.182 0.045
P 0.4664 2.3610 -1.3340 0.144 0.196 0.031
N 1.0954 -0.4519 -1.8784 -0.214 0.082 -0.063
C 1.6895 -1.7206 -5.8674 0.010 -0.007 -0.044
C 2.3632 -3.2380 1.7083 -0.041 -0.013 -0.062
C 4.1665 -1.6099 3.0424 -0.008 -0.003 0.000
C 1.4656 -2.6362 -4.8544 0.000 -0.052 -0.012
C -1.6601 2.8108 -5.4311 -0.010 -0.002 0.000
C 0.2078 3.4164 5.1841 -0.034 -0.020 0.048
C 1.1632 -1.4959 -0.8617 0.195 -0.245 0.039
C -1.4776 -2.7347 0.3142 -0.038 0.064 -0.056
C 0.3652 2.6599 4.0338 0.134 -0.007 -0.109
C -1.2200 1.4806 -3.4815 0.021 -0.048 0.067
C -2.5418 -3.5452 0.6913 -0.027 -0.026 -0.012
C -0.9018 1.9438 -0.2105 -0.234 -0.168 0.056
C 1.7334 -0.3755 -5.5315 -0.005 0.000 -0.027
C -0.4532 1.6033 3.6519 0.295 0.279 -0.239
C -3.0247 0.8504 0.3142 -0.057 0.017 0.062
C -0.8571 3.8163 -4.9184 -0.046 -0.005 -0.080
C 1.5614 0.8770 -1.5028 0.377 -0.070 0.186
C 3.0582 -1.0550 2.4156 -0.008 0.035 0.056
C -1.2911 2.9880 0.6547 0.137 0.038 0.002
C -0.8429 -2.5010 2.6045 0.105 0.039 0.053
C -0.4026 2.4806 -2.9521 -0.065 -0.143 0.008
C 3.4631 -3.7952 2.3369 0.041 -0.002 0.030
C -1.8408 1.6392 -4.7064 -0.004 0.032 -0.056
C 1.3059 -0.8718 -3.1902 0.011 0.033 -0.030
C -1.8885 -3.3202 2.9822 -0.071 -0.043 0.027
C -3.4249 1.9544 1.0830 0.020 -0.032 0.022
C -0.2374 3.6488 -3.6876 0.086 0.054 0.010
C 1.5485 0.0455 -4.2287 -0.036 -0.013 0.061
C 4.3702 -2.9791 3.0030 -0.011 -0.017 -0.020
C -0.6039 -2.2098 1.2606 0.066 0.040 -0.018
C -0.8500 3.1035 6.0390 0.060 0.057 -0.003
C 2.1534 -1.8611 1.7349 0.011 0.101 0.006
C -2.5597 3.0059 1.2582 -0.051 -0.011 0.036
C -1.4855 1.3425 4.5322 -0.214 -0.219 0.004
C 1.2865 -2.2321 -3.5412 0.002 -0.030 0.032
C -2.7455 -3.8510 2.0255 0.038 0.025 0.015
C -1.7050 2.0574 5.7093 -0.022 -0.056 -0.003
C -1.8016 0.8446 -0.3116 0.016 0.039 -0.316
H 1.8312 -2.0445 -6.8900 0.001 -0.001 -0.001
H -3.2138 -3.9309 -0.0658 0.000 -0.006 -0.005
H -0.7136 4.7340 -5.4732 0.003 0.039 -0.026
H -1.3519 0.5575 -2.9367 -0.017 -0.030 -0.001
H 0.3882 4.4381 -3.2900 0.025 0.025 0.036
H -2.8364 3.8481 1.8809 0.009 -0.013 -0.004
H -0.2164 -2.0490 3.3660 0.006 -0.014 -0.037
H 1.9060 0.3710 -6.2961 0.004 0.024 -0.031
H -1.5382 0.0059 -0.9459 0.047 -0.001 0.080
H 1.1424 -2.9930 -2.7899 0.006 -0.003 -0.059
H 2.0042 0.8217 -0.4975 -0.076 0.008 -0.233
H -2.4594 0.8443 -5.1025 -0.020 -0.016 -0.011
H 2.8653 0.0116 2.4719 -0.008 0.008 -0.012
H -2.1469 2.9358 -6.3897 -0.004 0.013 -0.029
H 1.5567 1.1037 -4.0296 -0.003 0.066 0.011
H 5.2273 -3.4146 3.4979 0.053 -0.031 0.031
H -0.6473 3.8596 0.7364 -0.022 -0.108 0.052
H 2.1648 -1.9558 -0.8525 -0.048 0.074 -0.005
H -1.3635 -2.5015 -0.7371 -0.002 0.009 -0.020
H -4.3922 1.9539 1.5675 -0.026 0.008 0.002
H -2.0549 -3.5176 4.0330 -0.008 -0.021 0.028
H -3.6718 -0.0124 0.2136 -0.026 0.008 0.015
H 2.3772 1.1824 -2.1698 -0.057 0.025 0.054
H 4.8586 -0.9708 3.5729 0.046 0.030 0.029
H -3.5725 -4.4811 2.3223 -0.047 -0.032 0.015
H 0.4725 -2.2857 -1.1484 0.067 0.013 0.091
H 1.6506 -3.8800 1.2047 -0.032 -0.024 -0.031
H 1.4388 -3.6956 -5.0763 -0.001 -0.032 -0.017
H 3.6120 -4.8666 2.3148 0.009 -0.046 0.002
```
Forces are in eV/Å.

---

molar mass of number 2 (C38H29AsPRhS3)? 790.65 g mol⁻¹

---

Among the records above, which one has the lowest F_max? C38H29AsPRhS3

---

The lowest calculated total energy belongs to which entry? C38H29BrClIN7O3SZr